20
Properties=species:S:1:pos:R:3 method="wB97M-V/def2-TZVPD" orbital_gap_ev=7.603 total_energy_ev=-31117.134 spin_multiplicity=1 e_homo_ev=-15.762 total_charge=+2 e_lumo_ev=-8.16 smiles="NC1(SI)NC(=[NH2+])NC(=[NH2+])N1"
N 0.60286 2.53796 -0.01376
C -0.16468 1.39003 0.07881
S -2.21365 1.67968 -0.14509
I -3.08507 -0.45954 -0.05521
N 0.11508 0.63459 1.26135
C 0.22539 -0.71548 1.17605
N 0.38705 -1.34713 2.31906
N 0.37601 -1.33980 -0.01124
C 0.28194 -0.74698 -1.24943
N 0.36389 -1.44060 -2.38270
N -0.03446 0.55503 -1.13568
H 0.51278 2.74802 -0.98048
H 0.47845 3.27514 0.64950
H -0.05844 0.96952 2.16142
H 0.23961 -0.74571 3.18368
H 0.58203 -2.31271 2.40425
H 0.42695 -2.31483 0.13265
H 0.73129 -2.39390 -2.27393
H 0.78315 -1.02855 -3.28547
H -0.55016 1.05527 -1.83377